[1]
Here is a structure of composition C6H11Cl4O2TcY in a non-equilibrium geometry from the Open Molecules 2025 dataset. Energies are from ωB97M-V/def2-TZVPD.

Computed properties:
HOMO level (alpha / beta): -7.24 / -7.68 eV
LUMO level (alpha / beta): -0.3 / -4.0 eV
Max |F|: 2.8 eV/Å
Molar mass: 443.9 g/mol
2S+1: 4

CARTESIAN COORDINATES (ANGSTROEM)
1 Y 0.23624 -1.03356 -0.89492
2 Cl 1.39464 -3.21765 -0.81542
3 C 1.69243 0.72375 -1.48709
4 C -1.09781 -1.33738 -2.84740
5 H 1.33723 1.34039 -2.32655
6 H 1.93630 1.40181 -0.64915
7 H 2.64542 0.24190 -1.77728
8 H -0.73829 -0.57204 -3.56001
9 H -2.18600 -1.20688 -2.74051
10 H -0.92247 -2.32306 -3.30156
11 Tc -1.27869 0.56696 1.09507
12 C -1.99697 -1.29343 0.46124
13 C -1.70248 1.43590 -0.54500
14 H -2.13966 -1.51626 -0.61673
15 H -1.46492 -2.19207 0.86238
16 H -3.00511 -1.31199 0.92089
17 H -2.32499 1.08763 -1.41284
18 H -1.37038 2.44651 -0.88046
19 Cl 2.56919 -0.60962 3.79942
20 C 2.07958 1.02664 3.27259
21 Cl 1.77994 2.11782 4.64815
22 Cl 3.32278 1.71426 2.19004
23 C 0.78097 0.89587 2.45180
24 O 0.72851 0.12318 1.40831
25 O -0.27546 1.49132 2.74503

Cartesian forces (eV/Å) of the 6 atoms listed first:
Y -0.9284 0.1031 1.3383
Cl 0.1193 -0.0651 0.0815
C 1.9362 1.9308 -0.6618
C -0.8545 -0.0809 -2.0189
H -0.2412 -0.4246 0.1999
H -0.5405 -0.5235 -0.0674

=====

[2]
Here is a cluster of 2 separate species, C6H11ClOSi in total in a non-equilibrium geometry from the Open Molecules 2025 dataset. Energies are from ωB97M-V/def2-TZVPD.

Computed properties:
Energy above the lowest of the compared OMol25 structures with the same formula, charge and spin: 3.912 eV
HOMO level: -7.50 eV
LUMO level: -0.2 eV
Max |F|: 4.3 eV/Å
Molar mass: 162.7 g/mol

CARTESIAN COORDINATES (ANGSTROEM)
1 C -1.86524 -2.58832 -0.61457
2 C 0.08744 1.71870 -1.81580
3 C -1.37651 -1.82018 0.41917
4 C -0.10372 0.41336 -1.49860
5 C -0.47202 1.92596 2.01982
6 C 2.66341 -0.62200 0.23770
7 O -0.64156 0.61095 1.58953
8 Si -0.26068 -0.34231 0.29084
9 Cl 3.19473 -0.62829 -1.44260
10 H -2.63736 -3.46686 -0.31798
11 H -1.82876 -2.26849 -1.64905
12 H -0.01335 1.81633 -2.90923
13 H 0.41295 2.57435 -1.23945
14 H -1.76739 -2.16618 1.44955
15 H -0.31758 -0.30550 -2.30801
16 H -0.76230 2.53279 1.21791
17 H 0.52449 2.19194 2.19768
18 H -1.00436 2.02177 2.85088
19 H 3.17123 0.07965 0.92945
20 H 2.99659 -1.67765 0.59277

Cartesian forces (eV/Å) of the 6 atoms listed first:
C -1.6908 -0.0297 2.6478
C -0.1666 -2.2746 -1.5703
C -1.3065 -2.0426 0.0110
C -0.7090 0.5567 1.8870
C 1.5321 -1.0390 -3.2205
C -1.0239 -2.4978 1.6065